A 3-piece molecular cluster, C31H28Br2F17O13P3 overall at a distorted geometry, computed with ωB97M-V/def2-TZVPD.

Summary:
net charge = -2
gap between HOMO and LUMO = 1.5 eV
energy relative to the best compared isomer or geometry (same formula, charge and spin) = 32.55 kJ/mol

Each line ends with the Mulliken charge.
Positions of all 94 atoms, in Å:
C (1.9056, -2.3499, 2.8659)  -1.74
C (1.3227, -1.1583, 2.1003)  0.03
C (0.1538, -1.4630, 1.1421)  -1.26
Br (0.0888, -3.3247, 0.5283)  -0.16
C (-0.1197, -0.3961, 0.0210)  1.14
C (1.0092, 0.0518, -0.9518)  -0.17
F (2.0220, 0.6810, -0.2730)  0.00
F (0.4606, 0.9706, -1.7765)  -0.33
C (1.6921, -0.9684, -1.9435)  0.51
F (1.9212, -0.3550, -3.1318)  -0.33
F (0.8890, -1.9959, -2.1956)  -0.18
C (3.0942, -1.5587, -1.5744)  0.34
F (3.3276, -2.5572, -2.4529)  -0.37
F (3.0545, -2.1194, -0.3569)  -0.22
C (4.3392, -0.5823, -1.6846)  0.80
F (5.1135, -1.0082, -2.7151)  -0.33
F (3.9881, 0.6820, -1.9452)  -0.29
C (5.2685, -0.5806, -0.4447)  0.62
F (4.5833, -0.1307, 0.6216)  -0.39
F (5.6625, -1.8385, -0.1864)  -0.33
C (6.5518, 0.3209, -0.6126)  0.59
F (7.6500, -0.4734, -0.5915)  -0.31
F (6.5528, 0.9766, -1.7790)  -0.31
C (6.7705, 1.3787, 0.5091)  0.64
F (7.7985, 2.1501, 0.0846)  -0.33
F (5.7111, 2.1712, 0.6371)  -0.23
C (7.1969, 0.7945, 1.8991)  0.68
F (8.5175, 0.7645, 1.9927)  -0.28
F (6.7528, -0.4381, 2.0786)  -0.22
F (6.7308, 1.5662, 2.8630)  -0.26
O (-1.1507, -0.8686, -0.7426)  -0.03
P (-2.7031, 0.0193, -0.6650)  0.83
C (-3.4827, -1.4174, 0.3738)  -1.75
C (-3.5270, -2.8050, -0.2539)  0.26
C (-3.7138, -3.9671, 0.7551)  -0.31
O (-3.6658, -3.6171, 2.1338)  -0.60
C (-3.1185, -0.8279, -2.3703)  -1.02
C (-2.8936, 0.0472, -3.5236)  0.17
O (-1.8733, 0.4732, -3.9215)  -0.44
Br (-4.5164, 0.4798, -4.6176)  -0.33
C (-4.3592, 1.0560, -0.5926)  0.35
O (-5.2168, 0.7280, -1.4455)  -0.67
O (-4.4262, 1.9324, 0.2741)  -0.65
O (-2.0708, 0.6880, 0.8697)  -0.75
C (-0.6994, 0.8068, 0.8815)  -0.10
P (-0.2060, 2.5780, 0.4943)  -0.40
P (-1.0000, 3.6327, 2.2199)  0.93
O (-1.5801, 2.7914, 3.2654)  -0.62
O (-1.9342, 4.8004, 1.6431)  -0.42
O (0.2601, 4.4709, 2.8036)  -0.54
H (2.5199, -1.9682, 3.6847)  0.44
H (2.5635, -2.9401, 2.2339)  0.37
H (1.1317, -2.9818, 3.2936)  0.39
H (2.1401, -0.6963, 1.5706)  0.01
H (0.9428, -0.4712, 2.8531)  0.44
H (-0.7504, -1.3964, 1.7408)  0.95
H (-2.0346, 1.1044, -1.3530)  0.11
H (-4.5017, -1.0854, 0.5812)  0.56
H (-2.9514, -1.4239, 1.3195)  0.70
H (-2.6363, -3.0130, -0.8413)  -0.03
H (-4.3840, -2.8361, -0.9263)  0.32
H (-2.9146, -4.6975, 0.6266)  -0.04
H (-4.6548, -4.4946, 0.5532)  0.17
H (-4.3733, -2.9871, 2.3033)  0.40
H (-2.3980, -1.6335, -2.5075)  0.40
H (-4.1337, -1.1977, -2.3921)  0.63
H (-0.3914, 0.7128, 1.9247)  0.56
H (-1.0907, 2.9331, -0.5268)  0.05
H (-1.3931, 5.5514, 1.3651)  0.33
H (0.2646, 5.3857, 2.4913)  0.36
C (-2.1524, -8.7412, -0.5776)  -0.37
C (-1.9558, -7.5406, -1.1150)  -0.36
C (-3.0918, -6.7305, -1.6298)  0.39
O (-2.9130, -5.6417, -2.1178)  -0.53
C (-4.4554, -7.3122, -1.5102)  -0.23
C (-4.6475, -8.5136, -0.9724)  -0.42
C (-3.5122, -9.3226, -0.4655)  0.39
O (-3.6898, -10.4209, 0.0232)  -0.59
H (-1.3414, -9.3487, -0.1964)  0.40
H (-0.9745, -7.0920, -1.2041)  0.46
H (-5.2667, -6.7001, -1.8832)  0.45
H (-5.6301, -8.9577, -0.8753)  0.39
C (1.1216, 8.6013, 0.5315)  -0.29
C (1.3796, 9.7506, -0.0983)  -0.37
C (0.3233, 10.7589, -0.3264)  0.33
O (0.5599, 11.8095, -0.9000)  -0.59
C (-1.0304, 10.4387, 0.1715)  -0.38
C (-1.2888, 9.2893, 0.8014)  -0.35
C (-0.2307, 8.2895, 1.0281)  0.31
O (-0.4700, 7.2401, 1.6109)  -0.58
H (1.8809, 7.8494, 0.7062)  0.43
H (2.3651, 9.9986, -0.4710)  0.39
H (-1.7931, 11.1862, -0.0055)  0.38
H (-2.2736, 9.0342, 1.1717)  0.44